1.
{"formula": "C28H49ClCuN7O4", "method": "ωB97M-V with the def2-TZVPD basis set", "symbols": ["Cu", "Cl", "O", "O", "O", "O", "C", "C", "C", "C", "N", "H", "H", "H", "H", "H", "H", "H", "C", "C", "C", "C", "N", "H", "H", "H", "H", "H", "H", "H", "C", "C", "C", "C", "N", "H", "H", "H", "H", "H", "H", "H", "C", "C", "C", "C", "N", "H", "H", "H", "H", "H", "H", "H", "C", "C", "C", "C", "N", "H", "H", "H", "H", "H", "H", "H", "C", "C", "C", "C", "N", "H", "H", "H", "H", "H", "H", "H", "C", "C", "C", "C", "N", "H", "H", "H", "H", "H", "H", "H"], "xyz": [[-2.1458, -1.5518, 3.6402], [-0.5122, -0.5135, 0.8258], [-0.0320, 0.0809, 2.0715], [-1.6796, -1.4300, 1.1961], [-0.8846, 0.4995, -0.0199], [0.5650, -1.2477, 0.4008], [2.6286, -3.7864, 3.8776], [2.2637, -2.2532, 3.7630], [3.2630, -1.3347, 4.5114], [4.6075, -1.5081, 4.2256], [5.7482, -1.6505, 3.8847], [3.6870, -3.8080, 3.6180], [2.1244, -4.4159, 3.1444], [2.6633, -4.0892, 4.9242], [1.2355, -2.2791, 4.1241], [2.1404, -1.9433, 2.7252], [3.1665, -1.3273, 5.5971], [3.0960, -0.3703, 4.0316], [-4.2616, 2.4026, 3.1044], [-3.8279, 2.0881, 1.6325], [-4.7602, 1.0400, 0.9982], [-6.0475, 1.5813, 0.8494], [-7.0808, 1.9726, 0.7821], [-4.1170, 1.5126, 3.7168], [-5.2729, 2.8089, 3.0858], [-3.6140, 3.1141, 3.6167], [-2.8100, 1.7046, 1.5612], [-4.0225, 3.0734, 1.2090], [-4.9084, 0.1515, 1.6120], [-4.2449, 0.6394, 0.1253], [4.7973, 1.4069, -0.3361], [3.4637, 1.7901, 0.1512], [2.3466, 1.7454, -0.8494], [2.4369, 0.8622, -2.0732], [2.4775, 0.2036, -3.0154], [4.8928, 0.3255, -0.4340], [5.5994, 1.8000, 0.2885], [5.2252, 1.8629, -1.2290], [3.4059, 2.7270, 0.7053], [3.3342, 1.0084, 0.8997], [2.1526, 2.7461, -1.2355], [1.4405, 1.4405, -0.3258], [-1.6272, 3.6471, -3.4783], [-0.5148, 2.5124, -3.4269], [-0.9326, 0.9939, -3.6341], [-2.0707, 0.7890, -4.5952], [-2.9649, 0.6866, -5.2964], [-1.2321, 4.6533, -3.3384], [-2.3871, 3.3211, -2.7680], [-2.0792, 3.6236, -4.4699], [-0.2153, 2.5180, -2.3789], [0.4271, 2.7719, -3.9102], [-1.0935, 0.3653, -2.7583], [-0.0813, 0.4870, -4.0883], [-1.3232, -3.8244, -2.6378], [-2.0542, -2.5253, -2.3281], [-3.6135, -2.6673, -2.4929], [-4.4743, -1.4886, -2.2093], [-5.1354, -0.6336, -1.8984], [-0.2554, -3.6724, -2.4799], [-1.5037, -4.2448, -3.6271], [-1.5583, -4.5690, -1.8772], [-1.6074, -1.6479, -2.7956], [-1.8670, -2.2007, -1.3045], [-3.9772, -3.5137, -1.9104], [-3.8258, -2.7309, -3.5602], [-0.5504, 3.7015, 1.1624], [-0.9438, 4.9257, 0.2807], [0.1983, 5.5812, -0.5025], [1.4143, 6.0479, 0.2485], [2.3146, 6.4086, 0.8516], [0.2645, 3.9090, 1.8559], [0.0238, 2.9210, 0.6632], [-1.3663, 3.1864, 1.6693], [-1.3766, 5.6268, 0.9943], [-1.6886, 4.6609, -0.4697], [-0.1997, 6.3495, -1.1654], [0.4766, 4.8192, -1.2306], [3.4740, -3.7775, 0.3022], [2.9834, -5.0913, -0.1021], [1.4402, -5.0104, -0.4191], [0.8797, -6.2125, -0.9936], [0.4558, -7.1721, -1.5032], [3.8576, -3.1786, -0.5238], [4.2359, -3.9030, 1.0715], [2.7716, -3.0864, 0.7682], [3.2075, -5.9882, 0.4755], [3.4805, -5.3113, -1.0469], [1.1482, -4.1664, -1.0440], [0.9257, -4.9699, 0.5410]], "forces_ev_per_angstrom": [[0.1, 0.1, -0.8], [-5.6, -2.3, 1.7], [0.8, 0.6, 1.5], [2.3, 2.1, 0.0], [-0.9, 1.5, -1.4], [3.1, -1.9, -0.9], [1.6, 1.8, -0.5], [-0.1, -2.3, 0.2], [-3.0, 0.7, -0.2], [8.1, -1.9, -2.6], [-5.2, 0.7, 1.7], [0.2, -0.4, -0.3], [-0.3, -0.1, 0.5], [-0.8, -0.3, -0.1], [-0.1, 1.0, 0.7], [0.6, -0.1, -0.1], [-0.5, 0.2, 0.0], [-0.4, 0.7, 0.9], [1.1, -0.5, -0.4], [-1.2, 0.2, 1.9], [2.2, -0.5, 0.5], [3.5, -1.7, -0.7], [-5.4, 2.2, -0.2], [-0.7, -0.3, 0.2], [0.0, -0.4, 0.3], [0.0, 0.4, -0.4], [0.1, 0.5, -0.1], [0.8, -0.3, -1.0], [0.3, -0.1, 0.5], [-0.8, 0.3, -0.6], [2.8, 0.6, -0.8], [-0.1, -0.7, 0.9], [-1.1, -0.3, -1.3], [0.4, 0.4, 1.1], [-0.1, 0.1, 0.3], [0.1, 0.1, 0.0], [-0.2, -0.6, 0.9], [-1.0, 0.0, -0.8], [0.2, 0.1, -0.3], [-0.8, 0.1, 0.3], [0.0, 0.1, -0.1], [-0.2, 0.1, -0.2], [0.7, -2.1, -1.1], [-0.6, 0.2, 1.7], [-0.1, 0.5, -1.9], [1.4, 0.5, 1.5], [-0.7, -0.2, -0.6], [0.0, -0.2, 0.4], [-0.1, 0.6, 0.1], [-0.2, 0.1, 0.0], [0.2, 0.0, 0.4], [-0.4, -0.2, -0.7], [-0.4, 0.7, 0.4], [0.2, 0.1, -0.2], [0.2, 0.1, 0.8], [-0.8, 0.6, 0.7], [0.5, 1.3, -0.9], [2.8, -2.8, 0.2], [-1.8, 2.6, 0.8], [0.1, 0.1, -0.5], [0.0, 0.2, 0.1], [-0.4, -0.2, -0.2], [-0.5, -0.2, -1.1], [-0.1, -0.6, 0.6], [0.0, 0.0, -0.3], [0.1, -1.1, -0.2], [1.2, -0.2, -0.6], [0.3, -0.4, 1.4], [0.5, -0.5, -0.2], [-1.9, -0.6, -0.9], [0.6, 0.1, 0.3], [-0.5, 0.9, 0.7], [-0.5, -0.2, -1.1], [-0.1, 0.5, 0.0], [-0.2, 0.2, -0.3], [-0.1, -0.1, 0.2], [0.1, 0.5, 0.4], [0.7, -0.1, 0.0], [1.2, 1.8, 1.5], [-1.8, -1.3, -2.5], [0.6, -0.6, 1.0], [-0.6, -2.3, -1.8], [0.7, 1.8, 1.1], [0.3, -0.3, -0.1], [0.4, 0.3, -0.2], [-0.6, -0.3, 0.2], [-0.2, 0.5, 0.6], [-0.1, -0.2, -0.2], [0.3, 0.1, 0.1], [-0.1, 0.6, 0.2]], "e_lumo_ev": [-7.283, -10.458], "total_charge": 1, "multiplicity": 2}


2.
{"formula": "H14NO5", "method": "ωB97M-V with the def2-TZVPD basis set", "symbols": ["N", "H", "H", "H", "H", "H", "H", "O", "H", "H", "O", "H", "H", "O", "H", "H", "O", "H", "H", "O"], "xyz": [[-0.3193, -0.8677, 0.6834], [-0.1090, 0.1440, 0.8302], [-1.1259, -1.0253, 1.2940], [0.4240, -1.4808, 1.0337], [-0.7295, -1.0188, -0.2438], [0.8157, -0.0292, -4.5700], [0.3841, -1.0361, -5.5859], [0.3589, -0.8537, -4.6228], [0.2219, 2.4538, 0.0992], [-0.2810, 2.3154, 1.4842], [-0.3653, 1.8819, 0.5915], [-0.9767, 3.2145, 3.5590], [0.5567, 2.8027, 3.6174], [-0.2122, 2.9309, 3.0774], [-1.9961, -1.0944, -2.8740], [-0.7097, -1.6933, -2.9100], [-1.2697, -1.2583, -2.2386], [1.7570, -1.9698, 3.4280], [2.4992, -1.4664, 2.1796], [1.7119, -1.9307, 2.4680]], "forces_ev_per_angstrom": [[-1.3, 0.3, 1.0], [0.2, 0.1, -0.6], [0.2, -0.1, 0.2], [0.1, -0.1, -0.3], [0.7, -0.2, -0.7], [0.5, 1.0, 0.3], [-0.1, -0.1, 0.8], [-0.4, -1.0, -1.2], [0.2, 0.0, -0.8], [-0.5, -0.5, -0.3], [0.4, 0.3, 1.1], [-0.3, 0.3, 0.8], [0.2, 0.2, 0.8], [0.1, -0.3, -1.4], [-0.1, 0.4, 1.0], [0.6, 0.2, 0.6], [-0.4, -0.4, -1.3], [0.0, -0.1, 0.0], [0.4, 0.0, 0.1], [-0.3, 0.1, -0.3]], "e_lumo_ev": -2.871, "total_charge": 1}


3.
{"formula": "C51H43N5O12SW", "method": "ωB97M-V with the def2-TZVPD basis set", "symbols": ["W", "C", "O", "C", "C", "C", "C", "C", "C", "C", "N", "C", "C", "N", "C", "C", "C", "C", "N", "C", "C", "N", "C", "C", "C", "C", "H", "H", "H", "H", "H", "H", "H", "H", "H", "H", "H", "H", "H", "H", "C", "O", "C", "C", "C", "C", "C", "C", "O", "C", "O", "C", "H", "H", "H", "H", "H", "H", "H", "H", "H", "O", "C", "C", "O", "C", "C", "O", "C", "O", "O", "C", "C", "C", "C", "C", "C", "N", "C", "C", "C", "C", "C", "C", "C", "O", "O", "C", "C", "H", "H", "H", "H", "H", "H", "H", "H", "H", "H", "H", "H", "H", "H", "C", "S", "C", "O", "H", "H", "H", "H", "H", "H"], "xyz": [[-0.5040, -0.7594, -0.6913], [7.9906, -3.5297, 9.9070], [6.5756, -3.5586, 9.9410], [5.9134, -3.2915, 8.7871], [4.5219, -3.3185, 8.8643], [3.7637, -3.0612, 7.7418], [4.3671, -2.7731, 6.5163], [5.7543, -2.7469, 6.4536], [6.5303, -3.0024, 7.5743], [3.5923, -2.4994, 5.3031], [4.0952, -2.0830, 4.1651], [3.0234, -1.9586, 3.3175], [1.8572, -2.3066, 3.9522], [2.2342, -2.6541, 5.2269], [0.5670, -2.3246, 3.3256], [-0.6118, -2.7637, 3.8767], [-1.7795, -2.7405, 3.0838], [-1.7220, -2.2532, 1.8061], [-0.5848, -1.7891, 1.2391], [0.5760, -1.8608, 1.9769], [1.7451, -1.4980, 1.3148], [1.6005, -1.1325, -0.0033], [2.7221, -0.9994, -0.7297], [3.9872, -1.0836, -0.1951], [4.1488, -1.3466, 1.1720], [3.0280, -1.5750, 1.9305], [8.3208, -3.7543, 10.9170], [8.3607, -2.5434, 9.6163], [8.3866, -4.2828, 9.2212], [4.0584, -3.5405, 9.8158], [2.6847, -3.0782, 7.8415], [6.2268, -2.5236, 5.5067], [7.6065, -2.9766, 7.4879], [1.6310, -2.9862, 5.9569], [-0.6464, -3.1384, 4.8921], [-2.7252, -3.0976, 3.4640], [-2.6116, -2.1909, 1.1987], [2.5950, -0.8252, -1.7840], [4.8367, -0.9529, -0.8492], [5.1277, -1.4116, 1.6277], [1.8558, 0.8148, -6.9284], [1.9849, 1.9965, -6.1450], [1.7056, 1.9092, -4.8365], [1.8308, 3.1201, -4.1131], [1.5497, 3.1221, -2.7854], [1.1138, 1.9581, -2.0933], [0.8255, 2.0328, -0.7046], [1.1067, 3.2812, 0.0839], [0.3043, 1.1021, -0.0297], [0.9926, 0.7511, -2.8345], [0.6177, -0.3997, -2.3537], [1.3109, 0.7517, -4.2067], [2.1429, 1.0951, -7.9369], [0.8237, 0.4578, -6.9223], [2.5200, 0.0304, -6.5612], [2.1391, 4.0119, -4.6393], [1.6338, 4.0539, -2.2440], [2.0482, 3.7484, -0.1916], [1.1252, 3.0283, 1.1409], [0.3000, 3.9978, -0.0952], [1.1847, -0.1838, -4.7299], [-2.8430, -6.3973, -2.0229], [-2.3941, -5.3198, -1.7689], [-3.1992, -4.0614, -1.3758], [-4.3909, -3.9921, -1.2106], [-2.1717, -3.0336, -1.2448], [-0.9094, -3.5047, -1.4523], [0.0644, -2.6418, -1.3490], [-0.8970, -4.9309, -1.7921], [0.0250, -5.6632, -2.0394], [-2.2735, -1.7562, -0.9581], [-4.7042, 5.9209, -1.2412], [-3.7983, 4.9834, -1.9970], [-2.4211, 5.0724, -1.8182], [-1.5666, 4.2220, -2.5034], [-2.0739, 3.2850, -3.3834], [-3.4520, 3.1782, -3.5631], [-3.9899, 2.2336, -4.4472], [-3.3487, 1.0645, -4.8450], [-3.3938, 0.6640, -6.1809], [-2.7421, -0.4832, -6.5984], [-1.9911, -1.2291, -5.6981], [-1.9396, -0.8329, -4.3717], [-2.6470, 0.2789, -3.9242], [-2.7094, 0.5725, -2.4572], [-3.7377, 0.9098, -1.9106], [-1.5483, 0.5557, -1.8367], [-4.3258, 4.0171, -2.8592], [-5.8083, 3.8318, -3.0280], [-4.1206, 6.6717, -0.7101], [-5.3106, 5.3881, -0.5043], [-5.3945, 6.4410, -1.9071], [-2.0200, 5.8235, -1.1477], [-0.4938, 4.3034, -2.3741], [-1.4032, 2.6359, -3.9341], [-4.7647, 2.5309, -5.0145], [-3.9350, 1.2766, -6.8926], [-2.8041, -0.7819, -7.6372], [-1.4613, -2.1156, -6.0207], [-1.3629, -1.4089, -3.6604], [-6.0472, 2.7688, -3.0893], [-6.1853, 4.3102, -3.9386], [-6.3663, 4.2531, -2.1948], [-1.9235, 2.1827, 2.2266], [-2.4592, 1.6045, 0.6163], [-4.1952, 1.4387, 0.9947], [-1.9680, 0.1540, 0.6432], [-2.2145, 3.2268, 2.3427], [-0.8400, 2.0887, 2.2423], [-2.3593, 1.5624, 3.0080], [-4.5649, 2.4185, 1.2978], [-4.2957, 0.7160, 1.8030], [-4.6830, 1.0994, 0.0860]], "forces_ev_per_angstrom": [[0.0, 0.0, 0.7], [0.0, 0.0, 0.0], [0.0, 0.0, 0.0], [0.0, 0.0, 0.0], [0.0, 0.0, 0.0], [0.0, 0.0, 0.0], [0.0, 0.0, 0.0], [0.0, 0.0, 0.0], [0.0, 0.0, 0.0], [0.0, 0.0, 0.0], [0.0, 0.0, 0.0], [0.0, 0.0, 0.0], [0.0, 0.0, 0.0], [0.0, 0.0, 0.0], [0.0, 0.0, 0.0], [0.0, 0.0, 0.0], [0.0, 0.0, 0.0], [0.0, 0.0, 0.0], [-0.1, -0.3, -0.2], [0.0, 0.1, 0.1], [0.0, 0.0, 0.0], [-0.1, 0.0, 0.0], [0.0, 0.0, 0.0], [0.0, 0.0, 0.0], [0.0, 0.0, 0.0], [0.0, 0.0, 0.0], [0.0, 0.0, 0.0], [0.0, 0.0, 0.0], [0.0, 0.0, 0.0], [0.0, 0.0, 0.0], [0.0, 0.0, 0.0], [0.0, 0.0, 0.0], [0.0, 0.0, 0.0], [0.0, 0.0, 0.0], [0.0, 0.0, 0.0], [0.0, 0.0, 0.0], [0.0, 0.0, 0.0], [0.0, 0.0, 0.0], [0.0, 0.0, 0.0], [0.0, 0.0, 0.0], [0.0, 0.0, 0.0], [0.0, 0.0, 0.0], [0.0, 0.0, 0.0], [0.0, 0.0, 0.0], [0.1, -0.1, 0.0], [0.1, 0.0, 0.0], [0.0, 0.0, 0.0], [0.0, 0.0, 0.0], [0.0, 0.1, -0.4], [-0.2, -0.1, -0.2], [0.2, -0.1, 0.1], [0.0, 0.0, 0.0], [0.0, 0.0, 0.0], [0.0, 0.0, 0.0], [0.0, 0.0, 0.0], [0.0, 0.0, 0.0], [0.1, 0.0, 0.0], [0.0, 0.0, 0.0], [0.0, 0.0, 0.0], [0.0, 0.0, 0.0], [0.0, 0.0, 0.0], [0.0, 0.0, 0.0], [0.0, 0.0, 0.0], [0.0, 0.0, 0.0], [0.0, 0.0, 0.0], [0.0, 0.1, -0.1], [0.0, 0.0, -0.1], [-0.1, 0.1, 0.0], [0.0, 0.0, 0.0], [0.0, 0.0, 0.0], [0.0, 0.0, -0.1], [0.0, 0.0, 0.0], [0.0, 0.0, 0.0], [0.0, 0.0, 0.0], [0.0, 0.1, 0.0], [0.0, 0.1, -0.1], [0.0, 0.1, 0.0], [-0.1, 0.1, -0.1], [0.0, 0.0, 0.0], [0.0, 0.0, 0.0], [0.0, 0.0, 0.0], [0.0, 0.0, 0.0], [-0.1, 0.0, 0.0], [0.0, -0.2, 0.0], [0.1, 0.3, 0.1], [0.0, -0.3, 0.0], [0.1, -0.2, 0.0], [0.0, 0.0, 0.0], [0.0, 0.0, 0.0], [0.0, 0.0, 0.0], [0.0, 0.0, 0.0], [0.0, 0.0, 0.0], [0.0, 0.0, 0.0], [-0.2, 0.1, 0.0], [0.0, 0.0, 0.0], [0.0, 0.0, 0.0], [0.0, 0.0, 0.0], [0.0, 0.0, 0.0], [0.0, 0.0, 0.0], [0.0, 0.0, 0.0], [0.0, 0.0, 0.0], [0.0, 0.0, 0.0], [0.0, 0.0, 0.0], [0.0, 0.0, 0.0], [0.0, 0.1, 0.0], [0.0, 0.0, 0.0], [0.1, -0.1, 0.1], [0.0, 0.0, 0.0], [0.0, 0.0, 0.0], [0.0, 0.0, 0.0], [0.0, 0.0, 0.0], [0.0, 0.0, 0.0], [0.0, 0.0, 0.0]], "e_lumo_ev": [-0.586, -0.879], "total_charge": 0, "multiplicity": 3}


4.
{"formula": "C6H40O13S2", "method": "ωB97M-V with the def2-TZVPD basis set", "symbols": ["C", "C", "C", "S", "S", "C", "C", "C", "H", "H", "H", "H", "H", "H", "H", "H", "H", "H", "H", "H", "H", "H", "H", "H", "O", "H", "H", "O", "H", "H", "O", "H", "H", "O", "H", "H", "O", "H", "H", "O", "H", "H", "O", "H", "H", "O", "H", "H", "O", "H", "H", "O", "H", "H", "O", "H", "H", "O", "H", "H", "O"], "xyz": [[-1.5812, -3.8160, 0.3430], [-2.8326, -2.9825, 0.1371], [-0.3466, -3.2310, -0.3758], [-0.2216, -1.3575, -0.5070], [-0.6605, -0.6081, 1.3217], [0.8298, -0.4754, 2.2635], [1.3096, 0.9511, 2.6300], [2.5429, 1.2928, 1.8006], [-1.6324, -4.8837, 0.1406], [-1.3183, -3.7235, 1.4188], [-2.6901, -1.9426, 0.4156], [-3.6973, -3.3798, 0.7041], [-3.2415, -2.9232, -0.8678], [-0.3225, -3.4191, -1.4435], [0.6487, -3.4223, -0.0105], [1.7028, -0.9466, 1.7335], [1.0053, -1.1756, 3.0849], [0.4435, 1.6070, 2.3441], [1.3659, 1.0361, 3.7091], [3.3900, 1.6639, 2.4856], [2.3443, 2.1215, 1.1169], [3.0072, 0.5160, 1.2234], [-1.6215, 2.0119, 3.5546], [-3.1329, 4.1602, 0.3336], [-3.2070, 3.4448, -0.3122], [-2.4326, 2.2361, -3.1545], [-2.2855, 1.5371, -0.7707], [-2.7026, 3.1199, -2.8752], [2.1233, 1.3878, -0.6392], [2.8288, 0.6734, -1.7562], [2.9987, 1.2777, -1.0173], [-0.3193, 2.9030, -0.2463], [-1.8282, 3.4116, -2.5604], [-0.3153, 2.4188, -1.1099], [0.2456, 3.9914, 1.9384], [-0.3880, 1.5178, -0.7488], [-0.3670, 3.8454, 1.2092], [3.4315, -2.9645, -0.9816], [2.7088, -3.8714, -1.7949], [2.8875, -2.9177, -1.7816], [1.6998, 2.7270, -3.2385], [3.1817, 2.6798, -2.9386], [2.5544, 2.6485, -3.6734], [-2.3889, 0.8349, -2.0903], [-3.7517, -0.4089, -0.6093], [-2.3225, 0.6379, -1.1483], [2.2474, -3.3326, 1.9963], [0.8137, -3.6270, 2.5208], [1.3463, -3.5562, 1.7221], [4.0068, -1.6700, 0.6197], [4.2497, -0.6553, 1.7907], [4.2131, -1.5831, 1.5592], [-3.1505, 3.9596, -1.1315], [-4.7756, 0.6204, -0.6076], [-4.7151, -0.3310, -0.4312], [-0.9967, 3.2288, 1.6207], [-2.8228, 1.6411, 2.5660], [-2.0546, 2.1961, 2.7072], [1.0515, -0.8994, -4.1337], [1.4516, -2.4625, -3.7251], [1.4927, -1.7327, -4.3301]], "forces_ev_per_angstrom": [[1.5, 1.3, 0.8], [-1.3, -0.5, 0.0], [0.1, 1.4, -0.9], [0.0, -0.8, 0.1], [-0.6, 0.0, 0.1], [3.3, -1.0, 0.1], [-1.9, -0.5, -1.1], [1.6, 2.1, 2.0], [-0.3, 0.0, -0.2], [-0.3, -0.2, -0.4], [0.1, -0.2, 0.3], [0.6, 0.2, 0.1], [0.4, -0.3, -0.5], [-0.3, -0.3, -0.4], [-0.5, -0.9, 0.2], [-1.2, 0.6, -0.6], [-1.4, 0.2, 0.7], [0.9, -0.3, 0.2], [0.6, 0.1, 0.2], [-1.1, -0.3, -0.9], [0.1, 0.0, 0.2], [-0.5, -0.4, -0.2], [-0.6, -0.3, -0.3], [0.0, -0.4, 0.4], [0.0, 1.0, 0.3], [-0.5, 0.2, -0.4], [-0.4, -0.1, 0.0], [1.0, -0.1, -0.4], [-0.2, 0.2, 0.0], [0.2, 0.1, 0.0], [0.1, -0.4, -0.6], [0.3, 0.4, -0.8], [-0.2, 0.2, 0.1], [0.5, -0.2, 1.1], [0.3, 0.2, -0.2], [0.0, -0.1, -0.7], [0.0, -0.1, 0.5], [0.1, 0.7, -0.1], [-0.4, 0.1, -0.7], [0.3, -1.0, 0.8], [-0.1, 0.0, 0.1], [-0.1, -0.1, -0.1], [0.1, 0.0, 0.1], [0.0, -0.4, 0.3], [-0.7, -0.2, 0.2], [0.0, 0.6, -0.2], [-0.2, 0.0, 0.2], [0.2, 0.0, 0.1], [0.7, -0.1, 0.6], [0.1, 0.6, 0.3], [0.0, 0.2, -0.3], [-0.1, -1.0, 0.1], [-0.2, -0.7, -0.1], [-0.5, -0.2, 0.1], [0.7, 0.4, -0.1], [-0.4, 0.0, 0.0], [0.0, -0.3, 0.2], [0.5, 0.6, 0.2], [-0.1, -0.8, 0.8], [-0.5, 0.4, 1.0], [0.6, 0.5, -1.8]], "e_lumo_ev": -0.090, "total_charge": 0}


Number 1: maximum force 8.70 eV/Å. Number 2: maximum force 1.66 eV/Å. Number 3: maximum force 0.67 eV/Å. Number 4: maximum force 3.40 eV/Å.